Entry 1:
Density functional theory data (ωB97M-V/def2-TZVPD) for a cluster of 2 separate species, C3H8O2 in total.

Properties
Net charge: +1
Gap between HOMO and LUMO (alpha / beta): 0.3594 / 0.2099 Eh
HOMO (alpha / beta): -0.55768 / -0.55703 Ha
<S²>: 0.7570
Spin multiplicity: 2
LUMO (alpha / beta): -0.1983 / -0.3471 Ha

Cartesian coordinates (Å):
C1 0.18 1.01 -1.22
O1 0.14 1.81 -0.08
C2 0.25 -0.38 -0.74
C3 -0.53 -1.42 -1.24
H1 1.04 1.27 -1.87
H2 -0.74 1.14 -1.80
H3 0.84 2.48 -0.10
H4 0.86 -0.50 0.16
H5 -0.35 -2.42 -0.90
H6 -1.24 -1.24 -2.05
H7 -0.73 -0.82 2.04
H8 -0.16 -1.78 3.13
O2 0.03 -1.01 2.59



Entry 2:
Density functional theory data (ωB97M-V/def2-TZVPD) for a cluster of 2 separate species, C3H8O2PS in total in a non-equilibrium geometry.

Properties
Net charge: -1
Gap between HOMO and LUMO: 0.2586 Eh
HOMO: -0.12899 Ha
LUMO: 0.1296 Ha

Cartesian coordinates (Å):
C1 -0.36 2.47 -0.52
C2 -0.01 -2.80 0.41
C3 0.07 1.63 0.66
O1 1.59 -0.86 -0.51
O2 -0.22 -1.69 -2.15
P1 0.29 -1.42 -0.79
S1 -1.21 0.42 1.35
H1 -0.36 1.89 -1.41
H2 -1.14 3.09 -0.15
H3 0.49 3.13 -0.72
H4 0.82 -3.40 0.44
H5 -0.21 -2.45 1.38
H6 -0.88 -3.32 -0.11
H7 0.18 2.28 1.55
H8 0.95 1.01 0.57



Entry 3:
Density functional theory data (ωB97M-V/def2-TZVPD) for a cluster of 2 separate species, C3H8O2S in total in a non-equilibrium geometry.

Properties
Gap between HOMO and LUMO: 0.3613 Eh
HOMO: -0.33298 Ha
SMILES: O=CCCS.O
LUMO: 0.0283 Ha

Cartesian coordinates (Å):
O1 3.20 1.10 0.98
C1 2.60 0.08 1.10
C2 1.79 -0.67 0.05
C3 0.31 -0.70 0.46
S1 -1.11 -0.72 -0.68
H1 2.65 -0.53 2.03
H2 2.06 -0.22 -0.90
H3 2.19 -1.68 0.13
H4 0.06 0.31 0.83
H5 0.21 -1.23 1.40
H6 -0.54 -0.34 -1.81
H7 -3.85 2.02 -1.17
H8 -5.12 1.26 -0.89
O2 -4.45 1.33 -1.54



Entry 4:
Density functional theory data (ωB97M-V/def2-TZVPD) for an isolated molecule of C3H8O2S in a non-equilibrium geometry.

Properties
Gap between HOMO and LUMO: 0.3750 Eh
HOMO: -0.35375 Ha
SMILES: OC[C@H](O)CS
LUMO: 0.0213 Ha

Cartesian coordinates (Å):
C1 -1.26 0.27 0.28
C2 0.06 -0.42 0.40
C3 1.36 0.45 0.23
H1 -2.66 1.06 -1.49
H2 -1.35 0.98 1.18
H3 -2.07 -0.54 0.35
H4 0.15 -0.96 1.38
H5 -0.33 -1.09 -1.35
H6 1.26 1.15 1.09
H7 1.44 0.99 -0.73
H8 2.24 -1.22 -0.07
O1 0.11 -1.48 -0.59
O2 2.43 -0.44 0.51
S1 -1.39 1.27 -1.18



Entry 5:
Density functional theory data (ωB97M-V/def2-TZVPD) for a cluster of 2 separate species, C3H8O2Si in total in a non-equilibrium geometry.

Properties
Gap between HOMO and LUMO: 0.3370 Eh
HOMO: -0.33404 Ha
LUMO: 0.0030 Ha

Cartesian coordinates (Å):
C1 -2.70 -0.37 0.48
C2 -1.60 0.31 0.18
C3 1.58 0.80 -0.08
O1 2.57 -0.23 0.31
O2 0.19 -1.77 -0.20
Si1 0.08 -0.23 -0.66
H1 -3.62 0.08 0.69
H2 -2.64 -1.49 0.61
H3 -1.57 1.40 -0.11
H4 1.42 1.38 0.93
H5 1.98 1.46 -0.71
H6 3.03 0.17 1.00
H7 0.88 -2.04 0.33
H8 0.42 0.53 -2.78



Entry 6:
Density functional theory data (ωB97M-V/def2-TZVPD) for a structure of composition C3H8O3 in a non-equilibrium geometry.

Properties
Gap between HOMO and LUMO: 0.3041 Eh
HOMO: -0.28960 Ha
LUMO: 0.0145 Ha

Cartesian coordinates (Å):
C1 -0.66 -0.72 -1.20
O1 -0.23 -1.11 -2.35
O2 1.06 0.35 -0.50
H1 -0.44 -0.56 -3.13
H2 1.82 -0.14 -0.85
H3 -1.29 0.20 -1.22
H4 -1.65 -2.31 0.72
C2 0.07 1.26 1.45
C3 1.15 0.41 0.88
O3 2.20 0.16 1.41
H5 -1.40 -1.92 0.03
H6 -0.13 2.12 0.81
H7 0.33 1.60 2.45
H8 -0.84 0.66 1.49